# 1
Here is C19H19BBr2N5NdO2S4 as an isolated structure at a distorted geometry from OMol25. Energies are from ωB97M-V/def2-TZVPD.

```
53
Properties=species:S:1:pos:R:3
Nd 0.2620 -0.1439 -0.2649
Br -3.1081 -4.2607 0.2295
C -2.1228 -3.4061 1.5992
C -2.3406 -3.8510 2.9043
C -1.7455 -3.2220 3.9811
Br -2.2357 -4.0411 5.5895
C -0.9479 -2.0505 3.8254
C -0.4339 -1.3045 4.8621
C 0.2511 -0.0933 4.5622
C 0.4647 0.2438 3.2383
N 0.0574 -0.5107 2.2061
C -0.6588 -1.6492 2.4642
C -1.2304 -2.3465 1.3442
O -0.9480 -1.9558 0.1057
H -3.1095 -4.6378 3.0351
H -0.6783 -1.5500 5.9038
H 0.6570 0.6022 5.3004
H 0.9780 1.1493 2.9787
C -3.7471 0.3257 1.1785
N -3.3874 0.3257 -0.2595
C -4.0521 -0.2453 -1.3018
C -3.4245 0.1347 -2.4589
N -2.3444 0.9026 -2.1230
B -1.6219 1.7820 -3.2389
N -0.1013 1.8387 -2.9615
C 0.6121 3.0294 -3.0635
C 1.9161 2.7444 -3.1174
N 2.0650 1.3899 -3.0307
C 3.3457 0.6727 -3.0571
C 0.7638 0.7780 -2.9541
S 0.4745 -0.8522 -3.0672
C -2.3641 1.1502 -0.7665
S -1.4421 2.1754 0.1369
H -4.0103 -0.7102 1.4289
H -4.6297 0.9554 1.2983
H -2.9234 0.7078 1.7778
H -4.9308 -0.8404 -1.1490
H -3.7221 0.0367 -3.5077
H -2.0920 2.8836 -3.1399
H -1.7961 1.3041 -4.3294
H 0.0527 3.9449 -3.2175
H 2.8258 3.3452 -3.0215
H 4.0397 1.2219 -2.4468
H 3.7867 0.6126 -4.0522
H 3.2491 -0.3204 -2.6315
C 5.7126 1.4049 -0.1483
O 4.3845 0.8412 -0.0965
C 4.1992 -0.4751 -0.0658
S 5.3055 -1.6216 -0.6429
S 2.7116 -0.9427 0.6486
H 5.7371 2.2326 0.5561
H 5.9226 1.7072 -1.1735
H 6.3746 0.5883 0.1328
```

Values from the calculation:
2S+1 = 4
LUMO (spin up / spin down) = -1.0 / -1.0 eV
expectation value of S² = 3.7539
orbital gap (spin up / spin down) = 6.82 / 6.84 eV
DFT total energy = -230940.2050 eV

# 2
Here is C49H47N4O4P2W as an isolated structure at a distorted geometry from OMol25. Energies are from ωB97M-V/def2-TZVPD.

```
107
Properties=species:S:1:pos:R:3
W 0.8265 -0.1166 -0.0111
C -2.0866 2.3778 -2.7609
O -1.0905 1.7115 -3.5082
C -1.1859 0.3376 -3.5583
C -1.4341 -0.2946 -4.7618
C -1.4206 -1.6837 -4.8584
C -1.1510 -2.4522 -3.7502
C -0.8914 -1.8492 -2.5087
C -0.6508 -2.6089 -1.3190
N -0.1252 -2.0511 -0.2639
N -0.0371 -2.8098 0.8693
C 0.1952 -2.0809 1.9290
O 0.2514 -0.7739 1.8466
C 0.3861 -2.7526 3.2129
C 0.4333 -4.1459 3.2678
C 0.6582 -4.7848 4.4698
C 0.8130 -4.0435 5.6311
C 0.7752 -2.6591 5.5813
C 0.5732 -2.0112 4.3786
C -0.9225 -0.4281 -2.3970
O -0.7704 0.1627 -1.2216
H -1.7223 3.3917 -2.6155
H -2.2665 1.9063 -1.7898
H -3.0331 2.4094 -3.3077
H -1.6340 0.3178 -5.6285
H -1.6100 -2.1519 -5.8115
H -1.0944 -3.5269 -3.8227
H -0.9305 -3.6597 -1.2739
H 0.3088 -4.7001 2.3532
H 0.7200 -5.8603 4.5150
H 0.9798 -4.5390 6.5754
H 0.9181 -2.0863 6.4849
H 0.5656 -0.9340 4.3247
C -0.3651 3.3887 3.0143
N -0.1689 2.1392 2.2764
P -1.3952 1.6107 1.1044
C -2.1281 0.1714 1.9723
C -2.7184 -0.7631 1.1252
C -3.2239 -1.9434 1.6359
C -3.1518 -2.1948 2.9964
C -2.5964 -1.2518 3.8476
C -2.0789 -0.0743 3.3405
C -2.7506 2.8173 1.4079
C -3.6350 2.7061 2.4777
C -4.6994 3.5804 2.5966
C -4.9083 4.5625 1.6412
C -4.0276 4.6861 0.5795
C -2.9508 3.8237 0.4677
P 1.3607 1.8635 1.5341
C 1.6373 3.4277 0.5990
C 2.2822 4.5525 1.1025
C 2.3967 5.6927 0.3232
C 1.8527 5.7295 -0.9495
C 1.1812 4.6224 -1.4441
C 1.0677 3.4795 -0.6730
C 2.5190 1.9543 2.9372
C 3.8528 2.2438 2.6563
C 4.7719 2.3629 3.6823
C 4.3671 2.1870 4.9954
C 3.0512 1.8560 5.2761
C 2.1290 1.7226 4.2527
H -1.2099 3.2726 3.6912
H -0.5640 4.2417 2.3606
H 0.5290 3.6049 3.5978
H -2.7641 -0.5531 0.0625
H -3.6612 -2.6747 0.9755
H -3.5259 -3.1287 3.3858
H -2.5498 -1.4494 4.9076
H -1.5934 0.6332 3.9971
H -3.5039 1.9306 3.2179
H -5.3786 3.4822 3.4301
H -5.7552 5.2257 1.7237
H -4.1864 5.4448 -0.1721
H -2.2628 3.9242 -0.3594
H 2.7019 4.5380 2.0967
H 2.9173 6.5526 0.7126
H 1.9596 6.6136 -1.5584
H 0.7563 4.6337 -2.4352
H 0.5543 2.6064 -1.0734
H 4.1565 2.3786 1.6275
H 5.7984 2.6026 3.4574
H 5.0778 2.3019 5.7981
H 2.7391 1.7093 6.2972
H 1.1072 1.4491 4.4733
C 2.8335 0.8770 -2.0843
O 1.5676 0.7161 -1.5101
H 3.5119 0.0879 -1.7234
H 3.2474 1.8583 -1.8174
H 2.7556 0.8234 -3.1772
C 3.7715 -1.2300 2.8518
C 4.0602 -2.0928 1.6584
C 5.0399 -3.0629 1.7264
C 5.3000 -3.8938 0.6504
C 4.5328 -3.7789 -0.4964
C 3.5428 -2.8208 -0.6105
C 2.7205 -2.7410 -1.8674
C 3.3071 -1.9256 0.4667
N 2.3807 -0.9586 0.3628
H 4.3910 -0.3317 2.8562
H 3.9800 -1.7848 3.7646
H 2.7221 -0.9295 2.8420
H 5.6000 -3.1711 2.6450
H 6.0739 -4.6418 0.7158
H 4.7170 -4.4497 -1.3215
H 3.3705 -2.6237 -2.7322
H 2.0178 -1.8905 -1.8337
H 2.1569 -3.6630 -2.0144
```

Values from the calculation:
charge = +1
ΔE to the lowest compared entry with this formula, charge and spin = 216.38 kJ/mol
LUMO = -3.4 eV
orbital gap = 6.71 eV
DFT total energy = -86125.7464 eV

# 3
Here is C16H12N2SSn as an isolated structure from OMol25. Energies are from ωB97M-V/def2-TZVPD.

```
32
Properties=species:S:1:pos:R:3
Sn 0.8659 -1.2832 -0.5690
S -1.4493 -0.7012 0.2223
C -1.0392 -1.0183 1.8870
C -2.0317 -1.3348 2.8245
C -1.6652 -1.5735 4.1312
C -0.3214 -1.4858 4.4874
C 0.5910 -1.1703 3.5022
N 0.2531 -0.9297 2.2337
H -3.0555 -1.4030 2.4852
H -2.4101 -1.8422 4.8693
H 0.0041 -1.6655 5.5023
H 1.6511 -1.1100 3.7286
C 3.7424 1.7995 1.0807
C 3.9931 2.5847 -0.0396
C 3.2241 2.4147 -1.1735
C 2.1959 1.4687 -1.1789
N 2.0195 0.6770 -0.1080
C 2.7558 0.8411 0.9909
C 1.2658 1.2666 -2.3013
C 1.0670 2.2544 -3.2682
C 0.1333 2.0579 -4.2686
C -0.6000 0.8792 -4.3102
C -0.3982 -0.0986 -3.3475
C 0.5305 0.0720 -2.3243
H 4.3082 1.9149 1.9938
H 4.7900 3.3165 -0.0228
H 3.4264 2.9874 -2.0668
H 2.5226 0.1771 1.8146
H 1.6122 3.1895 -3.2209
H -0.0288 2.8245 -5.0155
H -1.3469 0.7331 -5.0813
H -0.9900 -1.0079 -3.3820
```

Values from the calculation:
LUMO = 0.0 eV
orbital gap = 7.56 eV
DFT total energy = -36434.3200 eV